{
  "formula": "C94H194N6O26S10",
  "method": "ωB97M-V with the def2-TZVPD basis set",
  "species": ["C", "C", "C", "S", "O", "O", "C", "H", "H", "H", "H", "H", "H", "H", "H", "C", "C", "C", "S", "O", "O", "C", "H", "H", "H", "H", "H", "H", "H", "H", "C", "C", "C", "S", "O", "O", "C", "H", "H", "H", "H", "H", "H", "H", "H", "C", "C", "C", "S", "O", "O", "C", "H", "H", "H", "H", "H", "H", "H", "H", "C", "C", "C", "S", "O", "O", "C", "H", "H", "H", "H", "H", "H", "H", "H", "C", "C", "C", "S", "O", "O", "C", "H", "H", "H", "H", "H", "H", "H", "H", "C", "C", "C", "S", "O", "O", "C", "H", "H", "H", "H", "H", "H", "H", "H", "C", "C", "C", "S", "O", "O", "C", "H", "H", "H", "H", "H", "H", "H", "H", "C", "C", "C", "S", "O", "O", "C", "H", "H", "H", "H", "H", "H", "H", "H", "C", "C", "C", "S", "O", "O", "C", "H", "H", "H", "H", "H", "H", "H", "H", "C", "C", "C", "C", "C", "C", "N", "O", "C", "C", "C", "H", "H", "H", "H", "H", "H", "H", "H", "H", "H", "H", "H", "H", "H", "H", "H", "H", "H", "H", "C", "C", "C", "C", "C", "C", "N", "O", "C", "C", "C", "H", "H", "H", "H", "H", "H", "H", "H", "H", "H", "H", "H", "H", "H", "H", "H", "H", "H", "H", "C", "C", "C", "C", "C", "C", "N", "O", "C", "C", "C", "H", "H", "H", "H", "H", "H", "H", "H", "H", "H", "H", "H", "H", "H", "H", "H", "H", "H", "H", "C", "C", "C", "C", "C", "C", "N", "O", "C", "C", "C", "H", "H", "H", "H", "H", "H", "H", "H", "H", "H", "H", "H", "H", "H", "H", "H", "H", "H", "H", "C", "C", "C", "C", "C", "C", "N", "O", "C", "C", "C", "H", "H", "H", "H", "H", "H", "H", "H", "H", "H", "H", "H", "H", "H", "H", "H", "H", "H", "H", "C", "C", "C", "C", "C", "C", "N", "O", "C", "C", "C", "H", "H", "H", "H", "H", "H", "H", "H", "H", "H", "H", "H", "H", "H", "H", "H", "H", "H", "H"],
  "coordinates": [[32.35050, -7.14888, -27.09097], [31.89108, -5.97499, -26.18389], [30.45103, -6.11543, -25.69651], [29.57034, -6.71428, -27.20715], [29.31892, -5.52489, -28.08431], [28.48850, -7.66800, -26.95731], [31.05843, -7.59779, -27.86365], [32.66853, -7.94759, -26.42089], [33.22160, -6.88992, -27.69282], [31.98316, -5.05501, -26.76117], [32.68103, -5.82282, -25.44841], [29.89720, -5.20872, -25.45316], [30.36362, -6.91881, -24.96504], [31.20433, -7.25944, -28.88949], [30.86420, -8.67035, -27.86379], [27.41531, 5.70017, -22.16200], [26.61766, 4.42090, -21.93429], [25.12269, 4.77315, -21.55507], [25.33729, 6.46418, -20.59178], [25.76210, 6.23429, -19.18850], [24.11509, 7.18616, -20.92568], [26.66951, 6.94395, -21.75756], [27.59259, 5.73426, -23.23695], [28.39763, 5.61111, -21.69808], [27.08853, 3.73252, -21.23250], [26.59417, 3.86936, -22.87417], [24.53992, 4.00917, -21.04046], [24.62645, 5.25280, -22.39875], [27.13442, 7.74889, -21.18832], [26.23275, 7.37327, -22.65924], [33.93333, -1.14003, -25.38842], [33.17166, -1.71763, -26.55889], [34.09525, -2.61663, -27.43828], [35.24303, -3.31215, -26.18668], [36.67676, -3.04645, -26.44730], [34.89694, -4.71248, -25.98242], [34.70631, -2.29970, -24.72696], [33.24388, -0.53324, -24.80142], [34.69723, -0.39122, -25.59779], [32.63298, -0.95559, -27.12211], [32.44950, -2.42122, -26.14474], [34.69168, -2.08944, -28.18289], [33.64811, -3.48147, -27.92840], [35.67504, -2.06276, -24.28704], [34.07429, -2.87024, -24.04642], [24.03146, 0.55138, -21.68329], [22.77943, 1.11895, -22.40595], [23.06828, 1.33968, -23.95723], [24.72710, 0.52726, -24.25797], [25.82095, 1.51405, -24.14739], [24.63739, -0.39084, -25.39264], [24.66365, -0.37368, -22.67721], [23.78107, 0.27354, -20.65947], [24.61373, 1.46292, -21.54853], [22.59401, 2.12065, -22.01823], [21.93055, 0.45191, -22.25582], [23.24493, 2.35359, -24.31625], [22.33044, 0.80297, -24.55357], [25.72323, -0.53065, -22.47534], [24.09837, -1.27864, -22.89992], [27.03447, -4.87899, -24.63172], [27.47004, -5.69015, -23.40739], [26.58969, -5.27723, -22.26373], [24.93972, -5.17576, -22.95600], [24.29528, -4.04162, -22.27070], [24.36565, -6.53883, -22.93244], [25.42646, -4.77621, -24.67090], [27.50054, -5.34375, -25.50056], [27.29242, -3.82742, -24.50618], [28.48810, -5.56720, -23.03786], [27.39270, -6.77129, -23.52255], [26.88055, -4.33593, -21.79742], [26.53530, -5.93717, -21.39793], [25.06391, -3.77163, -24.88880], [25.00209, -5.56584, -25.29096], [27.86752, -1.10218, -18.66759], [26.57287, -1.25005, -19.39415], [26.29832, -2.74886, -19.67150], [26.96339, -3.50305, -18.13416], [27.90543, -4.50728, -18.61133], [25.82558, -3.91725, -17.25439], [27.84728, -2.00360, -17.46057], [28.05515, -0.16868, -18.13704], [28.75347, -1.39025, -19.23345], [26.47920, -0.58072, -20.24932], [25.83675, -1.02957, -18.62109], [27.06040, -3.01702, -20.40322], [25.36516, -3.21318, -19.99048], [28.72273, -2.47623, -17.01525], [27.26595, -1.66345, -16.60357], [28.39136, -0.81805, -27.90702], [28.75155, 0.63361, -27.44583], [28.46873, 0.64447, -25.95226], [28.83809, -0.99946, -25.22258], [27.98547, -1.21816, -24.07233], [30.28883, -1.09487, -25.04166], [28.19550, -1.84279, -26.72049], [29.15337, -1.18184, -28.59631], [27.61522, -0.82953, -28.67226], [27.97131, 1.30517, -27.80407], [29.81771, 0.85427, -27.49780], [27.41429, 0.86792, -25.79001], [28.95481, 1.45103, -25.40337], [27.14769, -2.10628, -26.57636], [28.84473, -2.71407, -26.80705], [28.16498, 0.76160, -31.67709], [28.67396, 1.55297, -32.83147], [29.33865, 2.76225, -32.20550], [28.22937, 3.22779, -30.75576], [27.34902, 4.31732, -31.19046], [29.07536, 3.36379, -29.55528], [27.28706, 1.66624, -30.88597], [28.99241, 0.37600, -31.08147], [27.68091, -0.12693, -32.08241], [27.85324, 1.83510, -33.49095], [29.37096, 1.02887, -33.48538], [29.66374, 3.58356, -32.84414], [30.29909, 2.36465, -31.87755], [26.35725, 1.88967, -31.40906], [27.04581, 1.24828, -29.90862], [32.19151, -4.10766, -33.08668], [31.49054, -4.71330, -31.85131], [30.80593, -3.65291, -31.01687], [31.91900, -2.12072, -31.22023], [32.68458, -2.04415, -29.93771], [31.21361, -0.97531, -31.79797], [32.88807, -2.78688, -32.59940], [31.45744, -3.78343, -33.82432], [32.93943, -4.79065, -33.48946], [32.20279, -5.11546, -31.13085], [30.85249, -5.51193, -32.22973], [30.57071, -3.95251, -29.99559], [29.83684, -3.42471, -31.46057], [33.79361, -3.18081, -32.13797], [33.29662, -1.96110, -33.18186], [22.17760, -0.73299, -27.89929], [22.74479, 0.68079, -28.00387], [21.57183, 1.63044, -28.33589], [20.30982, 1.23864, -27.08850], [18.94718, 1.24411, -27.71611], [20.53812, 1.96905, -25.85297], [20.89845, -0.53376, -26.95245], [22.88398, -1.47704, -27.53116], [21.88650, -0.98849, -28.91816], [23.44074, 0.61500, -28.84019], [23.20945, 0.91628, -27.04640], [21.04466, 1.46766, -29.27595], [21.83737, 2.68702, -28.30092], [19.95709, -1.03681, -27.17355], [21.05465, -0.82521, -25.91381], [30.24947, -2.80208, -21.76914], [31.53243, -3.50956, -21.50327], [32.57342, -2.39677, -21.06342], [33.86810, -2.92376, -20.51783], [33.62857, -3.77067, -19.26102], [32.54062, -4.88369, -19.50058], [31.39563, -4.40809, -20.34424], [30.37768, -5.31264, -20.47475], [33.21765, -6.12263, -20.08142], [32.06788, -5.34621, -18.17875], [31.92961, -4.27677, -22.75700], [29.57157, -3.54118, -22.19609], [30.26843, -1.99545, -22.50199], [29.83235, -2.39656, -20.84737], [32.79021, -1.85218, -21.98240], [32.07538, -1.61524, -20.48960], [34.47188, -2.01860, -20.45273], [34.39125, -3.55915, -21.23245], [33.24391, -3.10477, -18.48855], [34.59043, -4.16335, -18.93130], [33.89217, -6.36304, -19.25963], [32.50862, -6.94500, -20.17674], [33.93232, -5.98774, -20.89329], [32.84669, -5.60438, -17.46118], [31.48704, -4.58467, -17.65837], [31.41317, -6.20562, -18.32315], [32.89257, -4.73857, -22.53891], [31.93557, -3.62847, -23.63323], [31.33304, -5.16670, -22.95756], [29.82835, -5.14958, -19.70452], [27.23355, 4.94765, -26.94804], [26.25935, 5.80027, -27.81602], [25.42043, 4.90794, -28.78312], [24.29508, 4.12695, -28.08758], [23.36347, 5.10689, -27.36916], [24.04408, 6.17863, -26.50634], [25.28053, 6.70742, -27.08757], [25.85297, 7.77422, -26.30683], [23.04460, 7.33573, -26.49080], [24.35758, 5.59173, -25.07967], [27.15848, 6.72493, -28.71515], [28.02940, 5.57333, -26.54401], [27.77662, 4.13809, -27.43568], [26.76666, 4.64047, -26.01222], [25.00804, 5.44281, -29.63867], [26.12809, 4.22997, -29.26027], [24.63171, 3.30136, -27.46055], [23.60078, 3.68892, -28.80465], [22.49362, 4.62272, -26.92527], [22.80845, 5.56644, -28.18700], [22.07395, 7.07274, -26.07033], [23.40561, 8.15716, -25.87189], [22.82890, 7.79640, -27.45482], [23.45149, 5.55441, -24.47493], [24.65705, 4.54568, -25.01474], [24.98587, 6.23098, -24.45941], [28.04873, 6.22498, -29.09675], [27.60762, 7.55568, -28.17088], [26.67395, 7.11053, -29.61216], [25.70054, 8.51630, -26.89647], [25.93605, -2.41090, -31.23898], [24.93926, -3.22357, -32.17937], [25.65605, -4.48771, -32.62282], [24.78679, -5.61289, -33.20168], [23.64544, -5.94559, -32.23057], [22.80147, -4.63513, -31.73918], [23.77757, -3.57016, -31.35594], [23.21222, -2.44338, -30.77664], [21.79789, -4.25445, -32.83737], [22.05300, -5.04586, -30.45926], [24.49904, -2.29001, -33.34892], [26.92339, -2.36717, -31.69870], [26.05239, -2.87839, -30.26122], [25.65612, -1.36120, -31.15029], [26.45691, -4.28006, -33.33247], [26.18717, -4.89467, -31.76236], [25.34602, -6.53528, -33.35836], [24.43576, -5.13937, -34.11855], [23.93699, -6.51232, -31.34631], [22.88979, -6.52730, -32.75849], [21.17444, -3.44104, -32.46622], [22.20577, -3.89210, -33.78099], [21.20911, -5.15010, -33.03548], [22.72160, -5.51558, -29.73784], [21.75027, -4.16187, -29.89799], [21.23624, -5.74482, -30.63943], [23.98331, -1.43233, -32.91704], [23.76911, -2.71039, -34.04071], [25.29397, -1.89185, -33.97953], [22.97136, -2.73341, -29.89376], [32.54496, 2.32916, -27.18700], [33.25772, 3.64473, -27.49408], [34.64906, 3.23428, -28.15819], [35.23906, 4.44878, -28.93038], [34.20552, 4.98486, -29.82696], [32.88859, 5.54805, -29.22075], [32.35575, 4.40309, -28.34127], [31.13098, 4.69690, -27.82587], [33.11442, 6.95914, -28.42599], [31.91341, 5.79544, -30.32334], [33.68263, 4.35788, -26.15152], [33.28349, 1.60521, -26.84268], [31.92837, 1.84164, -27.94215], [31.83363, 2.45457, -26.37068], [35.32535, 2.78446, -27.43128], [34.54450, 2.36159, -28.80286], [36.09886, 4.06314, -29.47821], [35.66125, 5.11806, -28.18077], [34.02003, 4.28338, -30.64036], [34.77629, 5.81578, -30.24155], [33.82961, 6.83752, -27.61247], [33.65967, 7.68783, -29.02586], [32.28033, 7.55931, -28.06243], [31.62573, 4.86885, -30.82011], [31.01350, 6.33748, -30.03271], [32.41435, 6.46241, -31.02498], [32.73165, 4.69222, -25.73685], [34.22411, 5.25026, -26.46547], [34.18145, 3.74665, -25.39940], [30.57575, 4.02357, -28.22579], [19.50967, -1.31795, -23.70459], [19.61831, -2.93000, -23.60239], [18.34419, -3.51017, -24.31738], [18.48853, -4.94944, -24.71761], [19.71603, -5.04280, -25.59889], [21.05546, -4.56871, -24.87039], [20.87166, -3.25441, -24.29268], [21.96488, -2.71576, -23.65994], [21.39496, -5.67367, -23.80086], [22.12459, -4.60234, -25.99298], [19.56420, -3.37573, -22.15029], [19.44092, -1.00525, -24.74651], [20.36145, -0.78897, -23.27709], [18.56478, -1.00264, -23.26205], [17.55201, -3.47121, -23.56968], [17.98320, -2.99575, -25.20798], [17.61268, -5.38214, -25.20109], [18.45735, -5.70906, -23.93651], [19.51485, -4.55112, -26.55067], [19.77766, -6.10223, -25.84771], [20.56072, -5.91559, -23.14236], [21.54397, -6.65073, -24.26048], [22.34716, -5.50868, -23.29670], [21.85481, -4.29477, -27.00329], [22.84668, -3.81913, -25.76214], [22.66342, -5.54272, -26.10896], [20.42335, -2.96528, -21.61975], [19.51872, -4.45798, -22.02878], [18.65497, -3.07622, -21.62905], [22.01207, -3.19015, -22.82668], [29.46543, 2.61735, -20.29533], [30.65829, 2.26749, -21.23393], [30.48131, 3.27783, -22.36863], [31.65629, 3.43703, -23.36911], [32.92085, 3.74076, -22.54332], [33.15776, 2.65841, -21.41248], [31.95467, 2.55290, -20.56830], [32.13344, 1.79606, -19.38115], [33.53937, 1.35162, -22.11643], [34.38416, 3.16983, -20.59705], [30.37888, 0.83351, -21.74411], [29.37736, 3.68662, -20.10291], [29.61550, 2.17553, -19.31025], [28.51023, 2.23586, -20.65609], [29.70234, 2.95126, -23.05759], [30.03472, 4.21368, -22.03270], [31.35775, 4.23498, -24.04901], [31.85040, 2.58767, -24.02409], [32.76614, 4.69648, -22.04255], [33.76441, 3.78884, -23.23194], [34.56982, 1.35863, -22.47171], [33.51058, 0.51389, -21.41966], [32.87882, 1.04473, -22.92736], [34.10187, 3.89130, -19.83031], [34.86571, 2.28406, -20.18277], [35.04659, 3.63363, -21.32793], [30.41298, 0.14025, -20.90368], [31.00297, 0.61691, -22.61112], [29.33754, 0.73425, -22.05046], [31.69619, 2.39142, -18.76800]],
  "forces_ev_per_a": [[-1.90, -0.41, 1.17], [0.99, 1.04, -0.63], [-0.19, -0.84, -1.00], [0.68, 0.56, -1.23], [0.34, -1.96, 1.64], [1.01, 1.19, -0.03], [0.85, 0.45, -0.56], [-0.01, -0.19, -0.11], [-0.39, 0.13, -0.20], [-0.29, 0.15, -0.22], [-0.50, -0.13, 0.59], [0.42, 0.01, 0.41], [-0.28, 0.18, 0.19], [-0.55, -0.09, -0.12], [-0.06, 0.15, 0.16], [1.02, -0.23, -0.19], [-1.88, -0.72, 0.05], [2.22, 1.86, 0.68], [-1.41, -3.27, -0.43], [-0.24, 0.93, -2.50], [0.99, 0.28, 0.84], [-0.64, 0.71, 0.94], [0.17, 0.38, 0.02], [-0.08, 0.15, 0.15], [-0.19, 0.34, 0.29], [-0.08, -0.13, -0.02], [0.08, 0.30, 0.04], [-0.26, -0.63, -0.11], [0.74, -0.18, -0.29], [-0.55, 0.17, 0.41], [1.04, 0.55, 0.44], [0.12, -0.95, -0.95], [0.76, 0.55, 0.77], [1.50, -0.56, 0.27], [-2.33, 0.17, 0.15], [-0.24, 0.44, -0.03], [-0.19, 0.01, -0.75], [-0.16, -0.67, 0.68], [0.04, 0.06, -0.94], [0.10, -0.15, -0.13], [-0.41, 0.24, 0.12], [-0.03, 0.17, 0.18], [-0.23, 0.20, 0.23], [-0.28, 0.27, 0.23], [0.20, -0.34, -0.20], [-0.94, 1.92, -0.83], [0.34, 0.79, -0.92], [1.10, -1.12, 0.66], [-0.88, 0.37, 1.18], [-1.35, -0.99, -0.52], [0.52, 0.70, 0.52], [1.21, -0.24, -0.32], [0.07, -0.87, -0.30], [0.81, -0.23, -0.02], [-0.51, -0.23, 0.28], [-0.09, 0.24, -0.23], [-0.49, 0.12, 0.31], [0.20, 0.26, -0.15], [-0.02, -0.63, 0.02], [0.12, -0.17, 0.24], [-1.06, 0.27, 0.46], [0.12, -0.46, 0.93], [-0.42, 0.03, 0.76], [0.10, -0.53, 1.07], [-0.08, -1.10, -0.89], [0.59, 2.10, -0.10], [1.35, -0.94, 0.53], [-0.50, 0.42, -0.37], [0.74, -0.08, -0.11], [0.32, 0.44, -0.59], [-0.31, -0.04, -0.52], [-0.20, 0.31, -0.65], [-0.05, -0.47, -0.27], [0.04, -0.19, -0.15], [-0.18, 0.29, 0.00], [2.09, -0.17, 1.32], [-1.97, -0.22, 0.50], [2.35, 0.47, 0.16], [-2.63, -1.07, 0.56], [0.10, 0.32, 0.70], [2.45, 0.90, -1.51], [-1.26, -2.80, 0.40], [-0.18, 0.75, -1.09], [-0.05, 0.32, -0.40], [-0.11, -0.19, 0.04], [-0.52, 0.82, -0.26], [-0.01, -0.34, -0.05], [-0.28, 0.66, 0.43], [0.54, 0.49, -0.55], [-0.35, 0.20, -0.30], [0.91, -0.56, -0.65], [-0.69, -1.48, 1.71], [-0.49, 0.22, 1.00], [-0.33, 2.43, -0.59], [0.19, -0.51, -0.18], [-1.14, -0.55, -0.56], [0.89, 0.66, -0.41], [0.75, -0.15, 0.51], [-0.98, 0.09, 0.78], [1.01, 0.50, -0.72], [-0.30, 0.35, -1.12], [-0.16, -0.60, 0.26], [0.48, -0.26, 0.09], [0.16, 0.02, 0.30], [-0.30, -0.20, -0.31], [0.41, -1.53, -0.45], [0.14, 1.02, -1.20], [0.65, -0.17, 0.44], [1.32, 0.85, -1.48], [1.03, -1.11, 0.72], [-1.52, -0.41, -1.21], [-0.48, 0.05, 1.01], [0.17, 0.12, 0.13], [-0.49, 0.02, 0.37], [-0.26, 0.14, 0.06], [0.15, -0.18, 0.30], [-0.91, 0.33, 0.06], [-0.04, 0.16, 0.95], [0.08, 0.27, 0.01], [0.05, 0.32, 0.14], [-0.17, 1.99, 0.40], [0.81, -0.06, 0.12], [-0.82, 1.08, -1.23], [-0.15, -1.02, 1.42], [-1.26, 0.38, -2.63], [0.31, -0.72, 1.07], [1.32, -1.43, 1.52], [-0.10, -0.60, -0.23], [-0.24, 0.13, -0.19], [0.47, -0.57, -0.52], [-0.25, 0.04, 0.49], [0.65, 0.31, 0.16], [-0.01, 0.51, -0.15], [0.17, 0.16, 0.49], [-0.92, -0.15, -0.63], [-2.17, 0.80, 0.73], [-0.35, -0.38, -0.61], [0.02, 0.19, 0.55], [-1.31, -0.94, -1.14], [2.87, 0.07, 1.37], [-0.06, -0.27, -0.54], [-0.14, -0.10, -0.31], [-0.10, 0.19, 0.27], [-0.35, -0.35, 0.08], [0.42, 0.67, 0.25], [0.25, 0.42, -0.27], [0.33, -0.38, -0.15], [-0.10, -0.07, 0.28], [0.28, -0.42, -0.64], [0.55, 0.42, 0.02], [-1.43, -0.08, -0.14], [1.08, 0.36, 1.15], [-0.90, -1.01, -2.06], [-0.24, -0.12, 0.12], [-0.78, 0.97, -0.73], [1.24, 0.32, -1.92], [1.33, 2.49, 1.40], [-0.47, -1.37, -0.34], [1.08, -0.06, 0.83], [-1.55, 0.07, 1.47], [0.92, -0.41, 0.35], [-0.50, 0.04, 0.19], [0.57, -0.01, -0.02], [-0.10, -0.09, 0.04], [0.12, 0.06, -0.39], [0.03, -0.39, 0.71], [0.55, -0.25, 0.87], [-0.14, 0.00, -0.41], [0.01, 0.01, 0.23], [-0.26, -0.45, 0.20], [0.13, -0.69, 0.03], [0.14, 0.06, -0.48], [-0.62, 0.10, -0.56], [0.29, -0.15, -0.41], [-0.23, 0.22, -0.12], [0.02, -0.15, 0.27], [0.48, 0.31, -0.52], [0.17, -0.06, -0.12], [-0.67, 0.27, 0.15], [-0.57, 0.06, 0.08], [-0.25, 0.91, 1.12], [0.30, 1.09, -0.74], [0.18, -0.69, 0.66], [-0.54, 0.36, 0.13], [0.39, -0.05, -1.11], [0.07, -0.26, 1.10], [0.49, -0.79, -1.96], [-0.20, -1.33, -0.26], [-0.21, 0.89, 1.13], [-1.46, 0.36, 0.45], [0.23, -0.18, 0.12], [0.14, 0.45, -0.28], [-0.52, -0.09, -0.31], [-0.34, -0.65, -0.22], [-0.08, 0.53, 0.29], [-0.04, -0.05, 0.24], [0.34, 0.11, 0.23], [0.51, -0.37, -0.48], [0.43, -0.23, 1.07], [0.37, 0.78, -0.26], [0.02, -0.38, 0.09], [0.10, -0.02, 0.18], [0.37, -0.46, -0.33], [-0.56, 0.19, -0.13], [0.63, 0.04, -0.61], [0.48, 0.03, -0.46], [-0.13, -0.63, 0.08], [-0.40, 0.10, 0.33], [-0.43, 0.04, 0.21], [0.08, 0.23, 0.06], [-0.29, -0.24, -1.07], [-0.05, 1.44, 0.27], [0.63, -1.21, 0.46], [-0.41, 1.13, 1.07], [-1.35, 1.87, -0.16], [1.51, -0.82, -0.54], [0.89, -2.46, 0.12], [-0.76, 0.87, -0.28], [-0.05, 0.21, 0.40], [0.66, 0.25, 0.29], [-0.15, 0.18, 0.06], [0.14, -0.28, -0.20], [-0.24, -0.03, -0.03], [-0.40, -0.10, 0.25], [-0.08, 0.47, -0.16], [-0.01, 0.03, 0.37], [0.20, 0.27, -0.44], [-0.48, -0.83, -0.38], [0.42, 0.13, -0.10], [0.04, -0.31, 0.06], [-0.29, -0.10, 0.00], [0.30, -0.30, 0.14], [-0.32, 0.22, -0.08], [0.32, -0.31, -0.25], [-0.85, -0.02, -0.30], [-0.15, 0.32, -0.06], [0.05, 0.09, 0.12], [0.16, -0.41, 0.13], [0.39, -0.15, 0.22], [0.21, 0.13, 0.24], [-0.36, -0.40, 1.26], [1.45, -1.38, 1.02], [-0.96, 0.68, -0.71], [0.48, -2.86, 2.23], [0.12, 2.11, -0.60], [0.12, -0.34, 2.51], [2.95, 1.22, -3.04], [-0.90, 0.17, 1.28], [1.15, -0.90, -0.49], [-0.34, 0.49, -0.67], [-1.70, 0.32, -1.18], [0.02, -0.15, 0.09], [0.45, 0.38, -0.73], [0.00, 0.15, 0.32], [-0.06, 0.64, 0.64], [-0.56, 0.21, -0.70], [0.04, 0.24, -0.32], [-0.27, 0.52, -0.19], [-0.35, -0.06, 0.09], [-0.64, 0.50, -0.79], [-0.29, -0.28, 0.28], [-0.01, -0.20, -0.76], [-0.54, -0.84, 0.00], [0.05, -0.02, -0.06], [-0.03, -0.23, 0.35], [0.01, -0.09, -0.34], [0.08, 0.24, 0.34], [0.35, -0.17, 0.56], [0.23, -0.07, -0.41], [-0.60, 0.06, -0.14], [-0.45, -1.46, 0.01], [-0.99, 2.04, -0.99], [-0.14, -0.36, 0.94], [0.00, -0.76, -0.24], [0.06, -0.63, 0.88], [-0.91, -2.50, -0.88], [-1.82, 0.09, -1.99], [0.58, 0.00, 0.24], [0.01, -0.22, -0.82], [0.93, 1.22, 0.42], [0.06, -0.23, 0.42], [0.02, -0.32, -0.02], [-0.12, -0.21, 0.26], [0.13, 0.11, 0.35], [-0.17, 0.47, -0.02], [0.44, 0.56, 0.08], [-0.29, 0.78, -0.87], [0.94, 0.42, 0.87], [0.30, 0.50, 0.09], [0.76, -0.09, -0.15], [0.18, 0.66, 0.37], [0.18, 0.07, -0.58], [-0.52, 0.28, 0.34], [-0.96, -0.13, 0.04], [0.45, -0.15, 0.32], [-0.21, -0.11, 0.35], [-0.05, -0.15, 0.33], [0.46, -0.07, -0.22], [0.04, 0.62, -0.18], [0.70, -0.23, 0.57], [0.77, -0.21, 0.97], [-1.38, 0.47, -0.04], [0.03, -0.68, -2.14], [0.15, 0.65, 1.49], [-1.19, -0.48, 0.18], [0.47, 0.57, -0.89], [-0.82, 1.09, -1.00], [0.07, -0.22, -0.55], [0.20, -0.82, 0.42], [-0.83, -0.84, -0.56], [0.03, 0.49, 0.31], [0.06, 0.10, -0.19], [-0.07, -0.29, 0.10], [0.17, 0.02, -0.25], [-0.61, -0.61, 0.35], [0.90, 0.32, 0.26], [0.35, 0.25, 0.03], [-0.37, -0.38, 0.25], [0.24, 0.19, -0.03], [0.33, 0.00, 0.43], [0.03, 0.30, -0.23], [-0.08, -0.03, 0.32], [0.12, 0.35, -0.08], [0.01, -0.11, -0.03], [0.20, 0.30, 0.39], [0.19, 0.02, 0.22], [0.78, -0.29, -0.17], [-0.01, -0.58, 0.34], [-0.07, 0.36, -0.32], [0.23, -0.12, 0.47]],
  "lowdin_charge": [-0.17, -0.24, -0.21, 0.72, -0.38, -0.34, -0.20, 0.11, 0.11, 0.10, 0.10, 0.08, 0.11, 0.08, 0.10, -0.22, -0.20, -0.14, 0.74, -0.35, -0.36, -0.22, 0.11, 0.10, 0.08, 0.09, 0.09, 0.05, 0.10, 0.10, -0.23, -0.21, -0.21, 0.72, -0.35, -0.36, -0.18, 0.10, 0.11, 0.11, 0.10, 0.09, 0.08, 0.10, 0.07, -0.22, -0.17, -0.16, 0.71, -0.35, -0.35, -0.22, 0.12, 0.10, 0.10, 0.10, 0.09, 0.06, 0.08, 0.09, -0.16, -0.22, -0.24, 0.73, -0.35, -0.33, -0.16, 0.09, 0.09, 0.10, 0.13, 0.08, 0.12, 0.09, 0.09, -0.24, -0.21, -0.19, 0.74, -0.35, -0.36, -0.20, 0.12, 0.10, 0.10, 0.12, 0.07, 0.10, 0.10, 0.11, -0.17, -0.18, -0.23, 0.69, -0.34, -0.33, -0.17, 0.10, 0.09, 0.10, 0.10, 0.07, 0.11, 0.10, 0.08, -0.26, -0.24, -0.19, 0.75, -0.34, -0.35, -0.21, 0.11, 0.11, 0.12, 0.12, 0.11, 0.10, 0.12, 0.09, -0.18, -0.23, -0.19, 0.76, -0.36, -0.36, -0.22, 0.11, 0.12, 0.11, 0.12, 0.09, 0.09, 0.09, 0.11, -0.18, -0.22, -0.21, 0.73, -0.36, -0.34, -0.17, 0.10, 0.10, 0.12, 0.09, 0.11, 0.07, 0.09, 0.06, -0.04, -0.49, -0.13, -0.18, -0.10, -0.50, -0.11, -0.01, -0.04, -0.07, -0.02, 0.07, 0.06, 0.07, 0.10, 0.11, 0.11, 0.10, 0.12, 0.12, 0.08, 0.09, 0.08, 0.10, 0.09, 0.09, 0.07, 0.08, 0.08, 0.07, -0.01, -0.41, -0.12, -0.17, -0.15, -0.48, -0.10, -0.02, -0.04, -0.02, -0.03, 0.08, 0.06, 0.06, 0.12, 0.07, 0.11, 0.09, 0.12, 0.11, 0.09, 0.08, 0.09, 0.08, 0.06, 0.06, 0.06, 0.07, 0.08, 0.10, -0.03, -0.47, -0.16, -0.17, -0.10, -0.45, -0.13, -0.03, -0.03, -0.04, -0.02, 0.06, 0.08, 0.06, 0.12, 0.12, 0.11, 0.11, 0.11, 0.10, 0.09, 0.06, 0.08, 0.08, 0.06, 0.09, 0.08, 0.06, 0.08, 0.07, -0.04, -0.47, -0.12, -0.20, -0.16, -0.41, -0.13, -0.01, 0.00, -0.06, -0.01, 0.07, 0.08, 0.06, 0.11, 0.11, 0.11, 0.11, 0.13, 0.12, 0.05, 0.07, 0.07, 0.08, 0.08, 0.09, 0.06, 0.06, 0.08, 0.06, 0.00, -0.44, -0.13, -0.22, -0.13, -0.43, -0.14, -0.02, -0.01, -0.02, -0.03, 0.05, 0.05, 0.08, 0.11, 0.12, 0.11, 0.11, 0.11, 0.12, 0.07, 0.09, 0.04, 0.06, 0.06, 0.08, 0.08, 0.07, 0.09, 0.07, -0.04, -0.46, -0.13, -0.17, -0.12, -0.48, -0.09, -0.01, -0.04, -0.02, -0.02, 0.08, 0.07, 0.07, 0.11, 0.09, 0.10, 0.09, 0.12, 0.09, 0.09, 0.07, 0.05, 0.09, 0.08, 0.08, 0.07, 0.07, 0.08, 0.09],
  "orbital_gap_ev": 7.664,
  "total_energy_ha": -9964.04141
}